1.
DFT (ωB97M-V/def2-TZVPD) results for a molecular structure, C25H26IrN4O5S4.

XYZ file:
```
65
Properties=species:S:1:pos:R:3:forces:R:3
Ir 0.804704 0.299170 0.507530 -0.1 -0.5 -0.8
C 3.858735 -1.507151 1.163322 0.0 0.0 0.0
C 3.294299 -0.527967 2.133828 -0.1 0.2 0.0
N 2.209199 0.203131 1.981948 0.1 0.0 0.2
C 2.045015 1.134907 3.002621 0.0 0.0 -0.1
C 2.998707 1.073849 3.955093 0.0 0.1 0.0
S 4.129027 -0.143556 3.569277 0.0 0.0 0.0
C 0.837603 1.944137 2.935139 0.1 -0.1 0.1
C 0.278683 2.735435 3.874478 0.0 0.0 0.0
S -1.331629 3.093389 3.435938 0.0 0.0 0.0
C -1.179830 2.174889 2.003333 -0.1 0.2 0.0
N 0.025389 1.695633 1.841824 0.2 -0.1 0.0
C -2.363134 1.902569 1.142746 0.0 0.0 0.0
H 3.103580 -1.844352 0.459439 0.0 0.0 0.0
H 4.285859 -2.361314 1.688641 0.0 0.0 0.0
H 4.663273 -1.027934 0.601397 0.0 0.0 0.0
H 3.079735 1.661244 4.853606 0.0 0.0 0.0
H 0.694214 3.047096 4.817388 0.0 0.0 0.0
H -3.065199 1.289121 1.711028 0.0 0.0 0.0
H -2.069641 1.320756 0.274924 0.0 0.0 0.1
H -2.863360 2.825324 0.849504 0.0 0.0 0.0
C 1.697044 -7.060824 3.087479 0.0 0.0 0.0
C 1.064445 -5.700926 2.996462 0.0 0.0 0.0
C -0.221981 -5.471803 3.470752 0.0 0.0 0.0
C -0.816334 -4.221159 3.367799 0.0 0.0 0.0
C -0.104307 -3.181533 2.794298 0.0 0.0 0.1
C 1.180375 -3.388844 2.313291 0.0 0.0 0.0
C 1.756703 -4.640083 2.410297 0.0 0.0 0.0
S -0.825051 -1.569571 2.702472 -0.2 0.1 -0.1
O -0.095005 -0.685131 3.580835 0.1 0.2 0.0
O -2.233642 -1.745595 2.934373 0.0 0.0 0.0
N -0.589536 -1.039968 1.194293 0.4 -0.1 0.1
C -0.819463 -2.015268 0.126374 -0.2 0.0 -0.1
C 0.448872 -2.246545 -0.693101 0.1 0.0 0.1
O 0.595357 -3.207870 -1.404105 0.0 0.0 -0.1
O 1.381810 -1.298990 -0.587916 -0.1 -0.1 0.1
H 1.067035 -7.754369 3.641143 0.0 0.0 0.0
H 2.665942 -7.008106 3.585530 0.0 0.0 0.0
H 1.862748 -7.475317 2.091736 0.0 0.0 0.0
H -0.774546 -6.286373 3.922168 0.0 0.0 0.0
H -1.822267 -4.046688 3.723287 0.0 0.0 0.0
H 1.710276 -2.575055 1.839028 0.0 0.0 0.0
H 2.752295 -4.807302 2.015243 0.0 0.0 0.0
H -1.569609 -1.637636 -0.570204 -0.1 -0.1 0.0
H -1.184087 -2.971799 0.498935 0.1 0.0 0.0
C -2.388760 1.271234 -2.705467 0.0 0.0 0.0
S -0.826637 1.653610 -1.933707 0.1 0.1 -0.3
O -0.594922 0.385833 -1.103401 -0.1 0.2 0.3
C 0.248429 1.478040 -3.335733 0.1 0.0 0.0
C 0.756016 2.627207 -3.923669 0.0 0.0 0.0
C 1.639692 2.497537 -4.986234 0.0 0.0 0.0
C 2.011911 1.232747 -5.424699 0.0 0.0 0.0
C 1.503101 0.091391 -4.812957 0.0 0.0 0.0
C 0.611852 0.206634 -3.758514 0.0 0.0 0.1
H -2.323658 0.268428 -3.125171 0.0 0.0 0.0
H -2.570361 2.010508 -3.484445 0.0 0.0 0.0
H -3.162212 1.324900 -1.941161 0.0 0.0 0.0
H 0.474864 3.606419 -3.554083 0.0 0.0 0.0
H 2.040359 3.380591 -5.465383 0.0 0.0 0.0
H 2.704942 1.134061 -6.249805 0.0 0.0 0.0
H 1.804031 -0.889527 -5.154841 0.0 0.0 0.0
H 0.239715 -0.671981 -3.244892 0.0 0.0 0.0
N 2.904870 1.731724 -1.279761 0.1 0.0 0.0
C 2.122900 1.293747 -0.549118 -0.3 0.3 0.2
H 3.554472 1.980373 -1.998110 0.0 0.0 0.0
```
Forces are in eV/Å.

## Properties
Energy relative to the best compared isomer or geometry (same formula, charge and spin): 0.0 kcal/mol
Total charge: +1
Molecular weight: 782.99 g/mol
HOMO energy: -10.75 eV
Electronic energy: -3260.4127 Ha



2.
DFT (ωB97M-V/def2-TZVPD) results for a gas-phase ion, C11H22NS (charge +1) in a non-equilibrium geometry.

XYZ file:
```
35
Properties=species:S:1:pos:R:3:forces:R:3
C -0.527026 -2.336645 0.211636 0.9 -3.9 0.7
C -1.002850 0.998751 -0.847609 0.6 -1.7 1.7
C 0.488476 1.015599 1.165115 -2.3 0.6 1.2
C -0.497835 1.881933 0.303808 0.2 -1.1 -0.9
C -1.634577 -0.365683 -0.406400 2.0 0.3 -1.6
C 1.342257 0.002462 0.502380 -0.1 -0.7 1.3
C 0.269695 3.045482 -0.249318 2.3 1.3 -0.3
C -2.669528 -0.123710 0.644009 -1.2 -3.4 -1.3
C -2.194568 -1.187199 -1.643378 -2.1 6.0 2.3
C 1.999042 -0.789981 1.615941 1.4 -2.7 1.1
C 3.355453 -1.114435 -1.006221 -0.1 2.9 -1.6
N -0.447027 -1.111423 0.057889 1.0 0.2 0.5
S 2.144456 0.250511 -0.951610 0.2 -0.1 0.1
H 0.329894 -3.109931 0.384219 -0.9 2.1 0.0
H -1.456110 -2.923597 0.168453 -0.1 0.6 -0.3
H -1.737127 1.462514 -1.354930 -2.8 2.0 -1.6
H -0.253715 0.879800 -1.605682 0.6 -0.5 -0.2
H 1.227608 1.765256 1.581321 -0.9 -1.1 0.5
H -0.142621 0.319047 1.908620 1.6 2.3 -1.0
H -1.399821 2.314069 0.806024 1.1 -0.8 0.4
H 0.671698 2.970513 -1.305316 0.1 -0.6 1.3
H 1.099346 3.364084 0.497382 -1.1 -0.4 -1.5
H -0.318938 3.915185 -0.395582 -0.9 0.9 0.3
H -3.573858 -0.783393 0.538980 0.8 0.7 0.1
H -2.919268 0.844956 0.647061 -1.6 3.6 -0.6
H -2.344054 -0.204607 1.612064 1.2 -0.9 2.5
H -2.698946 -0.375150 -2.236837 0.3 -1.3 0.1
H -2.901810 -1.781346 -1.195673 -1.8 -1.8 0.4
H -1.493291 -1.686265 -2.130720 3.0 -2.0 -2.3
H 2.347164 -1.888439 1.337167 -1.2 2.1 0.4
H 1.379013 -0.827955 2.603467 1.1 0.0 -2.1
H 3.032096 -0.382997 1.888145 -1.5 0.1 -0.5
H 3.355976 -1.230518 -2.098853 1.3 0.0 0.4
H 2.960586 -1.964910 -0.640585 -1.6 -2.8 1.3
H 4.210224 -0.841995 -0.404977 0.6 0.1 -0.7
```
Forces are in eV/Å.

## Properties
Energy relative to the best compared isomer or geometry (same formula, charge and spin): 102.7 kcal/mol
Total charge: +1
Molecular weight: 200.37 g/mol
HOMO energy: -13.16 eV
Electronic energy: -884.8870 Ha



3.
DFT (ωB97M-V/def2-TZVPD) results for 10 unconnected molecules or ions with the total composition C20H44F12N4O12 in a non-equilibrium geometry.

XYZ file:
```
92
Properties=species:S:1:pos:R:3:forces:R:3
N -19.229673 -7.789672 4.865582 0.4 -0.4 0.8
H -18.277076 -7.455611 4.833151 0.0 -0.4 0.3
H -19.827105 -7.108187 4.419743 -1.6 1.4 -0.7
H -19.541075 -8.063880 5.786415 0.3 0.5 0.6
H -19.312609 -8.667807 4.373544 0.4 -1.2 -1.4
N -16.148607 -7.617516 3.596582 1.2 2.0 -0.3
H -16.789237 -7.286741 2.889286 -1.9 0.6 -1.2
H -16.429921 -8.509529 3.977722 -0.6 -2.6 1.2
H -16.209051 -6.907612 4.312462 0.1 0.1 0.4
H -15.244020 -7.525946 3.156767 0.5 -0.5 0.0
N -18.708188 -9.202740 1.029774 -0.1 0.1 -0.7
H -19.320960 -9.411761 0.254579 0.5 -0.1 -0.5
H -19.177489 -9.597784 1.832138 -0.6 -0.8 2.1
H -18.604125 -8.210627 1.187850 0.0 1.8 0.8
H -17.775625 -9.582014 0.948707 0.0 -0.4 -0.5
N -22.263773 -8.818499 3.530222 -0.9 -1.1 0.1
H -22.523953 -9.135093 4.453358 -0.5 0.5 0.3
H -22.993280 -8.997261 2.854973 -0.1 -0.2 0.0
H -21.437759 -9.375644 3.364709 1.8 -1.4 -0.8
H -21.966423 -7.854381 3.483861 0.6 2.8 0.5
O -19.869367 -10.210898 3.280788 -0.1 2.2 -1.0
C -19.122284 -11.207513 3.846392 1.0 -0.2 2.0
C -17.535514 -10.996279 4.296908 -0.4 1.5 -0.6
O -17.123809 -9.855424 5.001168 -1.0 0.5 -0.6
H -19.203393 -12.110767 3.241691 0.5 -0.6 -0.2
H -19.650516 -11.423891 4.774963 0.2 -0.7 0.7
H -16.935667 -10.974030 3.387081 0.1 -0.4 -1.2
H -17.169403 -11.884240 4.812264 -0.6 -0.7 0.2
O -18.268119 -6.673705 2.142547 -1.5 -0.2 -0.3
C -19.244970 -5.620069 2.059583 0.4 0.1 1.6
C -20.836318 -5.681094 2.453240 1.4 -0.9 0.5
O -21.251829 -6.142281 3.721675 0.9 -1.0 -1.1
H -19.221773 -5.109385 1.096899 -0.2 -0.2 -0.8
H -18.873007 -4.833516 2.716148 0.0 0.4 0.5
H -21.306218 -6.217638 1.628978 -0.4 -0.6 -0.4
H -21.137990 -4.647629 2.282812 0.0 0.5 0.1
C -13.446865 -11.178745 3.050437 0.6 -0.3 0.2
C -14.028479 -10.478157 1.861371 -0.3 1.5 0.3
O -14.553165 -11.481257 0.994196 -2.8 -0.6 -2.0
C -15.721694 -11.245736 0.291603 1.5 2.6 0.7
O -16.298966 -10.169682 0.198775 1.4 -1.9 0.4
C -16.282565 -12.445217 -0.486854 -1.8 0.5 0.9
F -15.453009 -13.412075 -0.574390 1.5 -1.7 -0.2
F -17.378921 -12.871106 0.208645 0.3 0.0 0.2
F -16.751106 -12.144314 -1.692008 0.4 0.4 -0.1
H -12.506017 -11.644336 2.756970 -0.1 -0.4 0.0
H -14.157286 -11.917322 3.421792 0.1 0.0 0.0
H -13.182952 -10.524964 3.881718 -0.3 0.3 -0.2
H -13.325547 -9.851327 1.312677 0.3 -0.4 -0.2
H -14.786983 -9.744161 2.133443 -0.5 -0.4 0.1
C -16.818442 -4.357410 -1.248650 0.2 -1.0 0.7
C -16.443389 -5.562446 -0.333100 -0.6 0.0 0.2
O -15.300111 -6.254192 -0.892283 3.0 -1.7 0.6
C -14.447293 -7.110370 -0.187298 -3.5 1.5 2.4
O -14.605700 -7.431159 1.006604 0.9 0.9 -3.5
C -13.290370 -7.655384 -1.058671 0.8 0.7 -0.4
F -13.364293 -8.961941 -1.196376 -0.5 -0.8 0.0
F -13.285856 -7.116501 -2.288407 0.2 0.0 0.9
F -12.098183 -7.420129 -0.443902 -0.9 0.3 -0.4
H -16.004445 -3.633050 -1.277359 0.1 -0.1 -0.1
H -17.678454 -3.858012 -0.802473 0.0 -0.1 0.1
H -17.099194 -4.640362 -2.263155 0.2 -0.2 0.0
H -17.194039 -6.341291 -0.198842 -0.4 0.3 -0.3
H -16.304385 -5.233262 0.696664 0.6 0.1 0.0
C -20.461463 -7.871944 -2.579387 1.7 0.6 0.4
C -19.117351 -7.381727 -1.882754 -1.9 0.3 -1.2
O -17.952799 -8.188020 -2.195680 0.9 -0.5 -1.7
C -17.479290 -8.208326 -3.507789 -3.0 2.6 -0.4
O -17.948913 -7.528310 -4.435964 1.6 -2.2 2.9
C -16.237458 -9.105896 -3.746757 -1.0 0.7 -2.2
F -16.384571 -9.663470 -4.999030 0.1 0.1 1.4
F -15.186983 -8.308331 -3.822348 0.7 0.4 0.2
F -16.018218 -10.030072 -2.869780 0.0 -0.8 0.7
H -21.265111 -7.189488 -2.302772 0.1 0.0 0.2
H -20.730021 -8.888362 -2.291524 0.1 0.1 -0.2
H -20.273332 -7.725919 -3.643057 -0.4 -0.5 0.0
H -19.277434 -7.301608 -0.807551 0.7 -0.5 0.0
H -18.975332 -6.357194 -2.226649 0.4 0.0 -0.1
C -21.878792 -12.625502 1.062250 0.9 -0.4 -0.5
C -20.500839 -13.170764 0.525527 -0.8 1.6 2.0
O -20.364435 -12.929065 -0.865501 -0.7 -1.5 -1.3
C -20.106983 -11.782861 -1.424291 1.2 0.6 1.7
O -19.812206 -10.744590 -0.846898 -1.0 -1.6 -1.4
C -20.035557 -11.943148 -2.964718 -0.3 1.0 0.2
F -21.076817 -11.235574 -3.480435 0.4 -0.7 0.0
F -18.912277 -11.373537 -3.379073 0.2 0.2 -0.3
F -20.046219 -13.195145 -3.397067 -0.4 0.3 0.1
H -21.859371 -12.492307 2.143914 0.3 0.0 0.0
H -22.642229 -13.369523 0.834937 -0.1 0.1 -0.1
H -22.165106 -11.682554 0.596431 0.2 0.0 0.0
H -20.484866 -14.224801 0.802736 0.3 -0.1 -1.0
H -19.623517 -12.719134 0.988599 -0.3 0.2 0.3
```
Forces are in eV/Å.

## Properties
Molecular weight: 760.56 g/mol
HOMO energy: -6.66 eV
Electronic energy: -3108.6067 Ha



4.
DFT (ωB97M-V/def2-TZVPD) results for 2 unconnected molecules or ions with the total composition C4H12S2 in a non-equilibrium geometry.

XYZ file:
```
18
Properties=species:S:1:pos:R:3:forces:R:3
C -2.922236 -1.085789 1.054471 0.9 0.3 0.7
S -1.555357 -1.845009 0.061461 -0.8 0.2 -0.8
C -1.466216 -0.636829 -1.321668 -0.3 0.5 0.4
H -3.276836 -1.853589 1.762531 0.2 0.3 -0.4
H -3.798726 -0.611289 0.582011 0.6 -0.5 -0.4
H -2.367126 -0.317089 1.617991 -0.7 -0.1 0.0
H -1.435677 0.356040 -0.842208 0.1 -0.2 -0.4
H -2.350296 -0.682759 -1.979618 0.3 -0.1 0.3
H -0.560816 -0.756869 -1.940098 -0.3 -0.2 0.5
C 2.071682 1.327150 -1.211288 -0.3 -0.3 -0.2
S 2.437942 1.932050 0.453301 -0.2 -0.7 0.6
C 2.313562 0.367020 1.464041 0.4 0.0 -0.6
H 2.067372 2.211210 -1.870858 0.0 -0.4 0.3
H 1.071872 0.862210 -1.239608 0.4 0.2 0.0
H 2.807662 0.602720 -1.598768 -0.2 0.3 0.3
H 2.486922 0.593670 2.529491 0.0 0.2 -0.6
H 3.122092 -0.293839 1.108861 -0.4 0.1 0.3
H 1.354172 -0.169009 1.369961 0.3 0.5 -0.1
```
Forces are in eV/Å.

## Properties
Energy relative to the best compared isomer or geometry (same formula, charge and spin): 14.7 kcal/mol
Structure (SMILES): CSC.CSC
Molecular weight: 124.27 g/mol
HOMO energy: -8.50 eV
Electronic energy: -955.9410 Ha



Q: What is the HOMO energy in the third record?
A: -6.66 eV